(1)
A structure of composition C35H27BCoF4N3P2S3. Source: the Open Molecules 2025 dataset; level of theory: ωB97M-V/def2-TZVPD.

```
76
C35H27BCoF4N3P2S3, DFT ωB97M-V/def2-TZVPD
Co -2.20 -0.26 -0.43
S -2.13 1.48 1.21
P -0.04 1.08 1.24
C -0.18 -0.45 0.47
P -0.19 -2.03 1.10
S -2.19 -2.47 1.13
C 0.55 -2.32 2.73
C 1.82 -2.90 2.91
C 2.27 -3.33 4.13
C 1.43 -3.17 5.27
C 0.17 -2.57 5.11
C -0.26 -2.19 3.84
C 0.75 -3.23 0.15
C 1.25 -2.92 -1.14
C 1.65 -3.96 -1.95
C 1.58 -5.26 -1.50
C 1.28 -5.54 -0.17
C 0.84 -4.51 0.67
C 0.90 2.22 0.24
C 1.16 3.49 0.77
C 1.82 4.46 0.03
C 2.17 4.16 -1.29
C 1.94 2.89 -1.81
C 1.31 1.93 -1.07
C 0.63 1.31 2.95
C -0.29 1.16 3.97
C 0.08 1.44 5.28
C 1.37 1.86 5.57
C 2.32 1.96 4.55
C 1.96 1.70 3.24
H 2.47 -3.02 2.05
H 3.27 -3.77 4.23
H 1.76 -3.56 6.25
H -0.51 -2.38 5.95
H -1.24 -1.77 3.72
H 1.25 -1.91 -1.53
H 2.04 -3.73 -2.96
H 1.68 -6.05 -2.26
H 1.42 -6.53 0.26
H 0.63 -4.71 1.71
H 0.84 3.68 1.79
H 2.09 5.41 0.47
H 2.71 4.94 -1.88
H 2.25 2.62 -2.83
H 1.04 0.93 -1.46
H -1.28 0.82 3.72
H -0.65 1.35 6.10
H 1.68 1.95 6.61
H 3.34 2.26 4.79
H 2.66 1.88 2.46
N -2.63 1.44 -4.21
C -2.69 2.72 -3.66
C -2.62 3.99 -4.25
C -2.49 5.08 -3.38
C -2.45 4.90 -2.02
C -2.59 3.63 -1.42
C -2.64 2.54 -2.22
N -2.65 1.15 -1.99
C -2.65 0.54 -3.16
C -2.66 -0.89 -3.30
C -2.65 -1.70 -4.43
S -2.47 -3.34 -3.96
C -2.37 -2.87 -2.31
N -2.53 -1.59 -2.09
H -2.56 1.26 -5.23
H -2.64 4.13 -5.34
H -2.32 6.08 -3.79
H -2.29 5.79 -1.40
H -2.59 3.48 -0.33
H -2.68 -1.40 -5.46
H -2.25 -3.57 -1.51
F 0.58 -0.47 -2.40
B 0.87 -0.78 -3.81
F 0.31 -2.07 -4.06
F 0.16 0.21 -4.60
F 2.28 -0.72 -4.05
```

ΔE to the lowest compared entry with this formula, charge and spin   0.0 kcal per mole
Total charge   -1
Largest force on an atom   3.60 eV/A
Gap between HOMO and LUMO (spin up / spin down)   5.56 / 5.80 eV
Spin multiplicity   4

(2)
A structure of composition C35H27Cl2N6O6S2SeTeV. Source: the Open Molecules 2025 dataset; level of theory: ωB97M-V/def2-TZVPD.

```
81
C35H27Cl2N6O6S2SeTeV, DFT ωB97M-V/def2-TZVPD
V 0.99 -1.80 0.52
O -0.93 -0.24 1.09
C 0.30 1.25 -0.61
C -1.01 1.88 -0.81
C -1.23 3.19 -0.44
C -2.45 3.80 -0.69
C -3.49 3.09 -1.32
C -3.29 1.79 -1.70
C -2.04 1.10 -1.48
O -1.87 -0.08 -1.84
N -2.67 5.16 -0.32
O -3.78 5.66 -0.50
O -1.76 5.77 0.24
H 1.29 1.51 -0.97
H -0.45 3.75 0.06
H -4.43 3.59 -1.50
H -4.08 1.23 -2.20
Se -0.47 -3.71 -0.20
C 0.68 -5.17 0.26
C 1.55 -5.16 1.35
C 2.33 -6.28 1.59
N 2.32 -7.39 0.85
C 1.47 -7.39 -0.18
C 0.65 -6.32 -0.52
H 1.62 -4.30 2.00
H 3.02 -6.27 2.43
H 1.46 -8.29 -0.79
H 0.00 -6.39 -1.38
N 5.06 6.76 -4.06
C 4.68 5.92 -2.97
C 3.36 5.94 -2.49
C 2.99 5.16 -1.41
C 3.92 4.33 -0.77
C 5.23 4.32 -1.24
C 5.60 5.11 -2.33
S 3.46 3.28 0.55
O 1.02 3.01 2.45
O 4.74 2.61 1.07
N 2.54 -0.47 0.09
C 2.98 -1.36 -0.73
S 4.06 -1.27 -2.12
C 3.87 -2.99 -2.34
C 3.03 -3.52 -1.43
N 2.56 -2.62 -0.51
H 4.30 6.90 -4.70
H 5.84 6.36 -4.57
H 2.63 6.58 -2.97
H 1.96 5.19 -1.06
H 5.94 3.67 -0.74
H 6.62 5.09 -2.68
H 4.43 -3.51 -3.10
H 2.76 -4.57 -1.37
C -5.27 -3.46 -1.52
Te -3.82 -1.97 -2.15
C -3.86 -1.50 -0.07
C -5.22 -1.92 0.43
C -5.79 -1.37 1.57
C -7.05 -1.77 2.00
C -7.75 -2.72 1.28
C -7.19 -3.28 0.14
C -5.92 -2.89 -0.29
H -4.74 -4.38 -1.28
H -6.00 -3.68 -2.31
H -3.68 -0.44 0.07
H -3.06 -2.05 0.43
H -5.24 -0.62 2.12
H -7.48 -1.32 2.89
H -8.74 -3.03 1.60
H -7.74 -4.03 -0.42
Cl 0.42 0.27 0.68
C 1.22 0.61 2.39
C 1.41 1.83 3.01
C 1.95 1.78 4.29
C 2.28 0.57 4.87
C 2.08 -0.63 4.21
Cl 2.50 -2.13 4.97
C 1.56 -0.63 2.92
N 1.30 -1.76 2.16
H 1.72 3.34 1.83
H 2.10 2.71 4.83
H 2.71 0.55 5.87
```

ΔE to the lowest compared entry with this formula, charge and spin   0.0 kcal per mole
Total charge   -2
Largest force on an atom   1.76 eV/A
Gap between HOMO and LUMO (spin up / spin down)   4.22 / 4.21 eV

(3)
A structure of composition C35H27IrN3O3PS2. Source: the Open Molecules 2025 dataset; level of theory: ωB97M-V/def2-TZVPD.

```
72
C35H27IrN3O3PS2, DFT ωB97M-V/def2-TZVPD
Ir -0.29 -0.64 1.57
O -1.18 1.25 2.23
C -1.91 1.25 3.45
C -1.04 1.66 4.64
C 0.37 1.06 4.57
C 0.46 -0.43 4.68
C 0.83 -0.97 5.91
C 1.13 -2.32 6.01
C 1.00 -3.10 4.88
C 0.55 -2.51 3.71
N 0.29 -1.20 3.60
H -0.59 2.04 2.18
H -2.30 0.24 3.58
H -2.76 1.93 3.34
H -1.54 1.36 5.56
H -0.94 2.74 4.65
H 0.94 1.49 5.40
H 0.86 1.37 3.64
H 0.92 -0.33 6.77
H 1.47 -2.74 6.95
H 1.26 -4.15 4.88
H 0.42 -3.11 2.82
O 1.51 -3.75 -0.12
C 0.62 -2.95 -0.21
O 0.00 -2.44 0.81
C 0.13 -2.52 -1.58
C 0.37 -3.42 -2.62
C 0.02 -3.10 -3.92
C -0.54 -1.86 -4.20
C -0.77 -0.96 -3.17
C -0.46 -1.29 -1.85
P -0.80 -0.01 -0.60
C 0.21 1.37 -1.19
C 2.71 1.88 -2.03
C 2.63 3.33 -2.06
C 1.53 4.12 -2.09
C 0.17 3.75 -2.00
C -0.39 2.55 -1.59
C -2.55 0.40 -0.78
C -3.06 1.54 -0.15
C -4.40 1.85 -0.22
C -5.27 1.00 -0.89
C -4.78 -0.16 -1.48
C -3.43 -0.45 -1.43
H 0.84 -4.36 -2.38
H 0.20 -3.81 -4.71
H -0.78 -1.60 -5.21
H -1.20 0.00 -3.39
H 3.70 1.51 -1.79
H 3.60 3.81 -2.05
H 1.70 5.19 -2.18
H -0.54 4.54 -2.19
H -1.47 2.55 -1.55
H -2.39 2.20 0.39
H -4.77 2.75 0.25
H -6.32 1.23 -0.94
H -5.46 -0.83 -1.99
H -3.07 -1.35 -1.92
S 2.21 0.03 1.06
C 2.21 -0.11 -0.66
C 2.97 -1.08 -1.25
C 3.01 -1.23 -2.67
C 3.49 -2.45 -3.20
N 3.83 -3.46 -3.63
C 2.50 -0.26 -3.51
C 1.94 0.97 -2.97
C 1.60 0.97 -1.47
S 1.44 2.59 1.47
C 2.38 -0.50 -4.89
N 2.27 -0.70 -6.01
H 3.47 -1.84 -0.66
H 1.24 1.48 -3.61
```

ΔE to the lowest compared entry with this formula, charge and spin   73.3 kcal per mole
Total charge   +1
Largest force on an atom   3.02 eV/A
Gap between HOMO and LUMO (spin up / spin down)   6.63 / 5.71 eV
Spin multiplicity   6

(4)
A structure of composition C35H27N4PSSe3TeV. Source: the Open Molecules 2025 dataset; level of theory: ωB97M-V/def2-TZVPD.

```
73
C35H27N4PSSe3TeV, DFT ωB97M-V/def2-TZVPD
V 1.31 -0.89 0.65
Se 3.79 -1.21 0.46
Se 4.54 -0.50 -1.57
Te 3.95 2.76 0.40
Se 3.03 0.80 1.68
C -1.45 4.92 1.55
C -0.16 4.48 1.82
C 0.10 3.12 1.90
C -0.93 2.19 1.72
C -2.22 2.65 1.45
C -2.47 4.01 1.36
P -0.49 0.43 1.81
C -2.02 -0.48 1.46
C -2.63 -1.31 2.39
C -3.73 -2.08 2.03
C -4.23 -2.02 0.74
C -3.63 -1.19 -0.20
C -2.53 -0.43 0.16
C -0.15 0.12 3.56
C -0.73 0.84 4.57
C -0.50 0.46 5.91
C 0.25 -0.65 6.19
C 0.86 -1.41 5.16
C 1.63 -2.56 5.43
C 2.19 -3.25 4.40
C 2.04 -2.82 3.07
C 1.31 -1.70 2.72
C 0.68 -1.01 3.80
H -1.65 5.99 1.47
H 0.65 5.18 1.95
H 1.11 2.78 2.08
H -3.03 1.94 1.31
H -3.48 4.35 1.15
H -2.24 -1.37 3.40
H -4.19 -2.73 2.77
H -5.09 -2.62 0.46
H -4.01 -1.15 -1.21
H -2.05 0.20 -0.59
H -1.35 1.69 4.35
H -0.95 1.03 6.71
H 0.41 -0.96 7.22
H 1.77 -2.87 6.46
H 2.78 -4.14 4.60
H 2.54 -3.38 2.29
S 0.84 -3.03 -0.16
C 0.96 -2.65 -1.87
N 0.99 -3.60 -2.73
N 1.00 -3.45 -4.05
C 1.27 -2.35 -4.90
C 0.53 -2.27 -6.08
C 0.81 -1.26 -7.00
C 1.80 -0.34 -6.74
C 2.54 -0.43 -5.56
C 2.29 -1.44 -4.65
N 0.77 -1.32 -2.29
N 0.79 -0.43 -1.41
C 0.32 0.83 -1.89
C -0.58 0.87 -2.96
C -1.06 2.10 -3.39
C -0.65 3.27 -2.76
C 0.24 3.21 -1.71
C 0.72 1.99 -1.26
H 0.90 -4.33 -4.52
H -0.27 -2.98 -6.26
H 0.22 -1.20 -7.91
H 2.01 0.46 -7.45
H 3.32 0.28 -5.35
H 2.87 -1.50 -3.74
H -0.88 -0.05 -3.44
H -1.77 2.14 -4.21
H -1.04 4.22 -3.10
H 0.59 4.12 -1.22
H 1.43 1.95 -0.45
```

ΔE to the lowest compared entry with this formula, charge and spin   9.5 kcal per mole
Total charge   -1
Largest force on an atom   0.76 eV/A
Gap between HOMO and LUMO (spin up / spin down)   5.27 / 5.18 eV
Spin multiplicity   3

(5)
A structure of composition C35H27N6O4SeTi. Source: the Open Molecules 2025 dataset; level of theory: ωB97M-V/def2-TZVPD.

```
74
C35H27N6O4SeTi, DFT ωB97M-V/def2-TZVPD
Ti 0.94 0.26 0.48
N -2.57 -8.72 -3.02
C -2.19 -7.68 -2.71
C -1.72 -6.37 -2.32
C -1.97 -5.27 -3.15
C -1.51 -4.02 -2.77
C -0.81 -3.86 -1.58
C -0.55 -4.96 -0.77
C -1.02 -6.21 -1.14
C -0.31 -2.52 -1.17
C -1.23 -1.55 -0.83
C -2.65 -1.63 -0.91
C -3.15 -0.41 -0.53
C -2.03 0.38 -0.20
N -0.88 -0.29 -0.36
C 1.08 -2.32 -1.17
C 2.04 -3.18 -1.71
C 3.27 -2.51 -1.68
C 3.02 -1.27 -1.12
N 1.71 -1.12 -0.79
H -2.51 -5.41 -4.07
H -1.70 -3.16 -3.41
H -0.01 -4.83 0.16
H -0.83 -7.07 -0.50
H -3.21 -2.50 -1.23
H -4.18 -0.10 -0.48
H -2.03 1.39 0.18
H 1.85 -4.16 -2.11
H 4.23 -2.87 -2.02
H 3.72 -0.47 -0.94
O -0.32 6.91 2.44
C 0.14 5.96 3.38
C 0.13 4.60 2.72
C 0.20 3.45 3.49
C 0.24 2.22 2.86
N 0.19 2.09 1.52
C 0.11 3.21 0.78
C 0.08 4.47 1.34
C 0.09 3.01 -0.69
C -0.48 3.93 -1.56
C -0.49 3.65 -2.92
C -1.14 4.61 -3.89
O -1.10 5.95 -3.46
C 0.07 2.46 -3.36
C 0.60 1.59 -2.43
N 0.61 1.85 -1.12
H -0.31 7.78 2.85
H -0.48 5.93 4.28
H 1.17 6.17 3.69
H 0.24 3.49 4.57
H 0.31 1.30 3.42
H 0.03 5.35 0.72
H -0.92 4.84 -1.19
H -2.20 4.35 -3.97
H -0.71 4.48 -4.89
H -0.21 6.30 -3.60
H 0.10 2.20 -4.41
H 1.03 0.64 -2.72
O 2.61 1.10 0.56
O 2.54 0.54 1.89
Se 3.91 -0.58 2.30
C 5.11 0.81 2.48
N 5.86 1.67 2.60
C -0.46 -2.92 3.96
C 0.66 -3.15 3.18
C 1.02 -2.25 2.19
C 0.27 -1.09 1.94
C -0.87 -0.90 2.71
C -1.23 -1.79 3.72
H -0.75 -3.62 4.73
H 1.26 -4.04 3.35
H 1.89 -2.49 1.57
H -1.52 -0.04 2.53
H -2.12 -1.61 4.30
```

ΔE to the lowest compared entry with this formula, charge and spin   53.2 kcal per mole
Total charge   +1
Largest force on an atom   0.79 eV/A
Gap between HOMO and LUMO   6.73 eV

(6)
A structure of composition C35H28BrN7O6S3V. Source: the Open Molecules 2025 dataset; level of theory: ωB97M-V/def2-TZVPD.

```
81
C35H28BrN7O6S3V, DFT ωB97M-V/def2-TZVPD
V -0.73 -0.37 -0.61
C -3.47 2.24 1.27
O -2.58 1.34 1.93
C -1.90 1.81 3.01
C -2.22 2.98 3.68
C -1.71 3.11 4.98
Br -2.20 4.59 6.00
C -0.89 2.15 5.55
C -0.41 1.06 4.81
C -0.89 0.89 3.49
O -0.64 -0.12 2.64
C 0.38 0.13 5.61
N -0.04 -0.24 6.85
C 0.87 -1.15 7.27
C 0.80 -1.97 8.39
C 1.73 -3.01 8.49
C 2.75 -3.17 7.55
C 2.86 -2.35 6.42
C 1.89 -1.36 6.28
N 1.53 -0.50 5.24
H -4.38 2.37 1.85
H -3.75 1.77 0.33
H -3.03 3.22 1.03
H -2.90 3.72 3.23
H -0.59 2.23 6.58
H 0.14 -0.74 2.78
H -0.02 -1.82 9.10
H 1.75 -3.68 9.34
H 3.46 -3.98 7.73
H 3.69 -2.51 5.71
H 1.94 -0.42 4.32
S -0.16 -2.41 0.31
C 1.58 -2.50 0.17
C 2.21 -2.55 -1.05
C 3.58 -2.80 -1.11
C 4.13 -3.08 -2.38
N 4.60 -3.31 -3.41
C 4.38 -2.84 0.06
C 3.77 -2.63 1.26
C 2.37 -2.57 1.38
S 1.58 -2.54 2.89
C 5.76 -3.13 0.04
N 6.88 -3.40 0.02
H 1.66 -2.47 -1.98
H 4.37 -2.47 2.17
O 1.01 -1.65 -8.52
S 0.03 -0.78 -9.19
O -0.33 -1.28 -10.50
O 0.25 0.65 -8.99
C -1.49 -0.44 -8.24
N -2.53 -0.03 -9.00
C -3.57 0.40 -8.26
C -3.64 0.38 -6.88
C -2.49 -0.13 -6.22
N -1.45 -0.59 -6.93
C -2.28 -0.18 -4.78
C -1.11 -0.84 -4.34
C -0.98 -1.20 -3.02
N -1.88 -0.83 -2.11
C -2.94 -0.09 -2.46
C -3.18 0.25 -3.76
H -4.38 0.79 -8.87
H -4.52 0.74 -6.37
H -0.33 -1.15 -5.02
H -0.20 -1.92 -2.76
H -3.65 0.20 -1.68
H -4.06 0.87 -3.97
C 1.31 2.00 -2.22
C 0.34 2.64 -1.18
C -0.93 3.32 -1.74
C 0.96 3.35 0.04
O -0.29 1.49 -0.48
H 1.73 2.76 -2.88
H 0.74 1.26 -2.81
H 2.10 1.51 -1.66
H -0.73 4.31 -2.14
H -1.60 3.48 -0.87
H -1.37 2.67 -2.51
H 1.81 3.98 -0.21
H 1.28 2.57 0.76
H 0.20 3.96 0.53
```

ΔE to the lowest compared entry with this formula, charge and spin   32.5 kcal per mole
Total charge   -1
Largest force on an atom   3.86 eV/A
Gap between HOMO and LUMO (spin up / spin down)   4.94 / 5.49 eV
Spin multiplicity   3